(1)
DFT (ωB97M-V with the def2-TZVPD basis set) results for the molecule C3H5N3 at a distorted geometry.

Properties
Energy above the lowest of the compared OMol25 structures with the same formula, charge and spin, kcal/mol: 89.05
Total charge: 0
Orbital gap, eV: 8.65

Last column: natural (NBO) charge in e.
Element x y z (Å)
C -0.70706 0.09966 -0.00698  0.43
C 0.07584 -1.01808 -0.15656  -0.58
C 1.38848 -0.57996 -0.19367  0.30
H -1.83364 -1.35417 0.66418  0.39
H -2.85306 -0.01594 -0.39462  0.43
H 0.90314 1.19125 -0.06718  0.45
H -0.75432 2.30821 0.12103  0.43
H -0.47982 -2.02443 -0.00539  0.24
N -1.98590 -0.22247 0.13577  -0.83
N -0.24900 1.35796 -0.09906  -0.83
N 2.30263 0.13384 0.22404  -0.43

(2)
DFT (ωB97M-V with the def2-TZVPD basis set) results for the molecule C3H5N3.

Properties
Energy above the lowest of the compared OMol25 structures with the same formula, charge and spin, kcal/mol: 152.86
Total charge: 0
Orbital gap, eV: 8.31

Last column: natural (NBO) charge in e.
Element x y z (Å)
N 0.74040 1.49823 -1.05634  -0.58
C 0.07895 0.39112 -0.27721  0.37
N -1.08640 0.35731 0.27224  -0.45
N -1.24595 -0.84087 1.00657  -0.38
C -0.37406 -1.80547 1.06776  -0.20
C 1.33529 0.16844 -0.60528  -0.27
H 0.48309 1.64307 -2.02705  0.39
H 0.89563 2.39728 -0.58809  0.39
H -2.15096 -0.78958 1.47244  0.37
H -0.80167 -2.57237 1.74257  0.12
H 2.12567 -0.44718 -1.00760  0.25

(3)
DFT (ωB97M-V with the def2-TZVPD basis set) results for a cluster of 2 separate species, C3H5N3 in total.

Properties
Energy above the lowest of the compared OMol25 structures with the same formula, charge and spin, kcal/mol: 126.31
Total charge: 0
Orbital gap, eV: 9.58

Last column: natural (NBO) charge in e.
Element x y z (Å)
N -1.97825 -0.20390 0.46587  -0.84
C -0.88745 -0.92705 0.12990  0.18
C 0.07081 -1.63506 -0.07408  -0.39
C 2.06594 0.12437 -0.05669  0.01
N 1.30274 1.02569 -0.13131  -0.02
N 0.23122 1.66163 -0.21550  -0.55
H -2.84215 -0.72431 0.42773  0.39
H -2.01773 0.72105 0.05997  0.41
H 0.83323 -2.30617 -0.39150  0.24
H 2.85419 -0.22480 0.58107  0.23
H 0.36745 2.48854 -0.79546  0.34

(4)
DFT (ωB97M-V with the def2-TZVPD basis set) results for the molecule C3H5N3 at a distorted geometry.

Properties
Energy above the lowest of the compared OMol25 structures with the same formula, charge and spin, kcal/mol: 57.55
Total charge: 0
Orbital gap, eV: 9.71

Last column: natural (NBO) charge in e.
Element x y z (Å)
C -1.06966 -1.36200 -0.15304  -0.42
N 0.12256 -0.66295 0.18378  -0.51
C 0.44495 0.58401 0.09330  0.33
N 1.77562 0.63189 -0.12820  -0.81
C -0.33980 1.80127 0.21565  0.21
N -0.87899 2.81385 0.36900  -0.25
H -1.97989 -0.79002 0.02851  0.19
H -1.02594 -1.64838 -1.21486  0.20
H -1.09065 -2.28675 0.43035  0.21
H 1.69716 -0.49779 -0.01583  0.45
H 2.34465 1.41687 0.19135  0.40

(5)
DFT (ωB97M-V with the def2-TZVPD basis set) results for the molecule C3H5N3.

Properties
Energy above the lowest of the compared OMol25 structures with the same formula, charge and spin, kcal/mol: 45.77
Total charge: 0
Orbital gap, eV: 9.50

Last column: natural (NBO) charge in e.
Element x y z (Å)
N -1.63846 -0.66480 -0.13211  -0.81
C -0.32847 -0.11039 0.02875  -0.16
C 0.83772 -0.99067 -0.13705  0.12
N 2.02624 -0.53348 -0.18353  -0.64
N 0.06989 2.26799 0.83656  -0.60
C -0.11318 1.15558 0.36454  0.47
H -2.03400 -0.47069 -1.04604  0.37
H -2.28269 -0.32586 0.57250  0.37
H 0.56815 -2.05342 -0.20529  0.17
H 2.69858 -1.29542 -0.26074  0.34
H 0.25901 3.01182 0.16574  0.38

(6)
DFT (ωB97M-V with the def2-TZVPD basis set) results for the molecule C3H5N3 at a distorted geometry.

Properties
Energy above the lowest of the compared OMol25 structures with the same formula, charge and spin, kcal/mol: 53.35
Total charge: 0
Orbital gap, eV: 10.59

Last column: natural (NBO) charge in e.
Element x y z (Å)
C -1.73059 -0.28598 0.02677  -0.42
N -0.28689 -0.06922 -0.30608  -0.28
C 0.45821 1.03272 -0.13619  0.23
N 1.74383 0.88486 0.01647  -0.53
C 1.96184 -0.51916 0.05262  0.14
N 0.91424 -1.28629 -0.02820  -0.25
H -2.34307 -0.59125 -0.83437  0.21
H -1.71883 -1.10650 0.73951  0.23
H -2.25975 0.56109 0.50777  0.22
H 0.22531 2.09498 -0.09622  0.22
H 3.03902 -0.77627 0.13151  0.23